DFT (ωB97M-V with the def2-TZVPD basis set) results for a cluster of 2 separate species, C10H15N2O in total.

Total charge   +1
Lowest unoccupied orbital energy   -3.3 eV
Max |F|   4.13 eV Å⁻¹
HOMO energy   -11.46 eV
Energy above the lowest of the compared OMol25 structures with the same formula, charge and spin   453.9 kJ/mol
Total energy   -15628.810 eV
HOMO-LUMO gap   8.149 eV

Geometry as XYZ:
```
28
Properties=species:S:1:pos:R:3:forces:R:3
H -1.82116 -3.16609 0.32567 -0.495 -0.503 1.875
H -2.83481 -0.85039 0.83892 -2.625 -1.433 0.573
C -1.05516 -2.76742 -0.26953 -0.141 0.152 -1.687
H 0.21320 3.04091 -0.05051 -0.067 -0.713 -0.862
N -2.18318 -0.14583 0.75221 2.984 1.263 -0.918
H -2.61816 -3.12278 -1.88346 0.759 -0.242 0.650
C -1.21078 0.32701 1.80966 1.847 1.966 -1.952
H 1.83491 4.24397 -1.24213 -0.521 -1.230 0.445
H -1.08910 -2.25896 -2.51030 -1.353 -0.905 2.233
C -0.93604 -0.61568 0.74632 1.079 -0.064 -1.206
H -0.45252 -0.86038 3.31374 0.237 -0.293 -0.026
H -2.24339 -1.51631 -1.49364 -0.930 1.513 0.354
N 0.86243 2.46339 -0.60268 0.660 -0.299 0.618
C 0.88515 1.11602 -0.51390 -1.746 -1.197 1.197
C 1.88518 3.12409 -1.13476 1.091 3.694 -0.755
C -1.26923 -0.16926 3.13153 0.679 -0.760 3.631
H 4.04973 0.57382 -1.66890 -0.103 0.575 -0.254
H -0.72538 1.35548 1.73226 -1.449 -1.314 -0.582
H 2.28680 -0.58755 -1.00424 -1.286 0.655 0.710
H -1.12490 0.57972 3.93074 -0.434 -0.104 -0.594
H 3.76618 3.25803 -1.97861 1.194 0.692 -0.541
C 2.04879 0.50018 -0.93368 2.401 -0.512 -1.761
C 3.06438 2.60464 -1.57099 -1.187 -3.051 0.461
H -0.24945 -3.42395 -0.41420 0.593 -1.371 -0.173
H -2.15796 -0.72366 3.32139 -0.860 -0.370 0.311
C 3.16568 1.18102 -1.46351 -0.882 0.992 0.831
O -0.29518 -1.69756 0.38750 -1.747 1.944 0.719
C -1.79603 -2.46245 -1.55489 2.305 0.916 -3.297
```
Forces are in eV/Å.